No. 1
Below is C54H48N7O5SZr as an isolated structure, with properties calculated with ωB97M-V/def2-TZVPD.

Properties
* total charge: +1
* E_tot: -3291.3994 hartree
* relative energy (zero: lowest compared OMol25 entry of this formula, charge and spin): 25.4 kcal/mol
* frontier orbital gap: 7.77 eV
* lowest unoccupied orbital energy: -2.88 eV

Element x y z (Å)
Zr  0.0675  -0.5579  -0.3910
O  0.1529  1.0087  0.7846
C  -0.2805  1.1576  2.1223
C  -0.9171  -0.1935  2.5308
C  -2.1702  -0.4989  1.7587
C  -3.3874  -0.7587  2.3617
C  -4.4940  -0.9861  1.5628
C  -4.3670  -0.9368  0.1858
C  -3.1198  -0.6981  -0.3727
C  -2.9364  -0.7274  -1.8695
C  -1.9738  0.2703  -2.5585
O  -0.6552  0.0541  -2.0605
C  -2.0060  -0.0870  -4.0456
C  -3.0692  0.3454  -4.8335
C  -3.1413  -0.0064  -6.1714
C  -2.1488  -0.7953  -6.7377
C  -1.0924  -1.2325  -5.9550
C  -1.0204  -0.8834  -4.6116
C  -2.3107  1.7436  -2.3575
C  -1.5659  2.6774  -3.0793
C  -1.7986  4.0337  -2.9376
C  -2.7929  4.4834  -2.0744
C  -3.5429  3.5659  -1.3619
C  -3.3002  2.2024  -1.5000
N  -2.0570  -0.4986  0.4199
C  -1.2705  2.3145  2.2161
C  -1.0779  3.4294  1.4081
C  -1.9064  4.5342  1.5160
C  -2.9493  4.5387  2.4321
C  -3.1522  3.4316  3.2401
C  -2.3145  2.3285  3.1346
C  0.9316  1.4482  3.0140
C  0.7562  1.9207  4.3122
C  1.8465  2.1824  5.1278
C  3.1369  2.0089  4.6474
C  3.3211  1.5587  3.3486
C  2.2261  1.2607  2.5456
H  -1.1104  -0.2514  3.6017
H  -0.1765  -0.9724  2.3267
H  -3.4571  -0.7866  3.4399
H  -5.4565  -1.1928  2.0121
H  -5.2206  -1.0932  -0.4594
H  -3.9184  -0.6390  -2.3361
H  -2.5724  -1.7251  -2.1440
H  -3.8364  0.9806  -4.4048
H  -3.9679  0.3435  -6.7759
H  -2.2004  -1.0651  -7.7843
H  -0.3164  -1.8507  -6.3883
H  -0.2047  -1.2410  -3.9992
H  -0.8026  2.3286  -3.7656
H  -1.2156  4.7425  -3.5122
H  -2.9845  5.5436  -1.9698
H  -4.3200  3.9021  -0.6878
H  -3.9121  1.5156  -0.9330
H  -0.2695  3.4229  0.6919
H  -1.7410  5.3934  0.8784
H  -3.5981  5.4006  2.5172
H  -3.9602  3.4246  3.9603
H  -2.4834  1.4840  3.7905
H  -0.2406  2.1088  4.6910
H  1.6863  2.5539  6.1318
H  3.9889  2.2504  5.2696
H  4.3232  1.4692  2.9458
H  2.3804  0.9474  1.5222
C  4.1061  -2.0954  2.6787
C  2.9315  -2.0861  1.7416
N  1.7137  -2.2111  2.1029
N  1.4732  -2.3026  3.4356
C  0.2961  -2.8242  3.9246
N  0.1890  -2.6816  5.2640
S  -0.8674  -3.5359  3.0025
C  3.1874  -1.9676  0.2815
C  4.2993  -2.6097  -0.2518
C  4.5827  -2.4914  -1.6001
C  3.7593  -1.7052  -2.3877
C  2.6666  -1.1110  -1.7920
N  2.3626  -1.2389  -0.4897
H  4.2066  -3.0686  3.1678
H  3.9880  -1.3347  3.4508
H  5.0354  -1.8740  2.1604
H  2.2090  -2.0626  4.0834
H  0.9152  -2.2812  5.8343
H  -0.5775  -3.1472  5.7158
H  4.9263  -3.2099  0.3924
H  5.4371  -3.0009  -2.0256
H  3.9428  -1.5566  -3.4415
H  2.0136  -0.4790  -2.3812
N  6.0347  1.7592  0.4903
C  5.4103  2.9563  0.2856
O  5.9475  4.0110  0.5444
C  4.0029  2.9153  -0.2380
C  3.2586  4.0882  -0.2001
C  1.9630  4.0698  -0.6818
C  1.4459  2.8762  -1.1634
N  2.1456  1.7439  -1.2042
C  3.4012  1.7830  -0.7653
H  7.0152  1.7964  0.7142
H  5.6564  0.8950  0.1506
H  3.7137  4.9851  0.1982
H  1.3491  4.9603  -0.6759
H  0.4244  2.8188  -1.5194
H  3.9489  0.8485  -0.8427
O  0.4287  -2.5462  -2.0635
C  -0.2685  -3.1200  -1.2159
O  -0.4900  -2.5300  -0.0732
C  -0.9278  -4.4224  -1.4507
C  -0.6003  -5.1592  -2.5848
C  -1.2284  -6.3705  -2.8181
C  -2.1865  -6.8366  -1.9263
C  -2.5155  -6.0992  -0.7966
C  -1.8814  -4.8917  -0.5518
H  0.1378  -4.7698  -3.2734
H  -0.9766  -6.9527  -3.6944
H  -2.6777  -7.7830  -2.1120
H  -3.2595  -6.4699  -0.1043
H  -2.1024  -4.3128  0.3353

---

No. 2
Below is C35H49Ge2N3O8PtTe as an isolated structure, with properties calculated with ωB97M-V/def2-TZVPD.

Properties
* expectation value of S²: 2.013
* E_tot: -6670.0578 hartree
* relative energy (zero: lowest compared OMol25 entry of this formula, charge and spin): 21.2 kcal/mol
* multiplicity: 3
* frontier orbital gap (alpha / beta): 7.21 / 6.04 eV
* lowest unoccupied orbital energy (alpha / beta): -0.44 / -2.35 eV

Element x y z (Å)
Pt  0.3639  -0.0215  -0.1305
C  4.4551  2.2488  -1.7782
C  2.9819  1.8852  -1.5886
Ge  2.6483  0.6931  -0.0402
C  3.1181  1.6649  1.6180
C  4.5960  1.5428  1.9944
C  3.8328  -0.8512  -0.2072
C  3.3110  -2.0720  -0.3523
Ge  1.3387  -2.2087  -0.3037
C  0.7961  -3.2704  1.2698
C  1.7586  -4.4055  1.6233
C  0.5560  -2.9824  -1.9545
C  0.1772  -4.4613  -1.8406
C  4.1647  -3.2800  -0.4725
C  3.8934  -4.2635  -1.4226
C  4.6980  -5.3876  -1.5340
C  5.7831  -5.5561  -0.6858
C  6.0611  -4.5872  0.2685
C  5.2605  -3.4605  0.3727
H  4.6115  2.8598  -2.6702
H  5.0730  1.3547  -1.8816
H  4.8361  2.8141  -0.9255
H  2.5924  1.3876  -2.4812
H  2.3859  2.7924  -1.4482
H  2.4923  1.2652  2.4198
H  2.8370  2.7148  1.4960
H  4.8760  0.4986  2.1445
H  4.8185  2.0783  2.9200
H  5.2491  1.9442  1.2171
H  4.9186  -0.7414  -0.2030
H  -0.2020  -3.6727  1.0770
H  0.6973  -2.5722  2.1034
H  1.8532  -5.1269  0.8089
H  1.4142  -4.9474  2.5070
H  2.7598  -4.0290  1.8353
H  1.2653  -2.8201  -2.7700
H  -0.3247  -2.3803  -2.1964
H  1.0600  -5.1006  -1.7812
H  -0.4149  -4.7861  -2.6974
H  -0.4203  -4.6575  -0.9485
H  3.0542  -4.1354  -2.0947
H  4.4754  -6.1353  -2.2848
H  6.4055  -6.4379  -0.7652
H  6.9009  -4.7134  0.9402
H  5.4666  -2.7155  1.1318
C  -0.2465  3.2592  1.3246
C  -0.4361  3.4737  -0.1540
O  -0.7149  2.2307  -0.8102
C  -0.7146  2.4126  -2.2307
C  -0.9015  1.0944  -2.9425
H  0.0130  4.2087  1.7955
H  0.5523  2.5431  1.5185
H  -1.1497  2.8672  1.7833
H  0.4645  3.9047  -0.6056
H  -1.2711  4.1601  -0.3482
H  0.2323  2.8769  -2.5260
H  -1.5167  3.1184  -2.4843
H  -0.1083  0.3923  -2.6659
H  -0.8491  1.2526  -4.0204
H  -1.8556  0.6239  -2.7005
C  -4.1582  7.3281  0.0022
C  -4.0266  5.8333  0.0834
C  -4.1271  5.0396  -1.0529
C  -3.9936  3.6617  -0.9868
C  -4.1774  2.8477  -2.2451
C  -3.7338  3.0606  0.2595
Te  -3.3394  1.0029  0.0905
C  -3.7068  3.8297  1.4356
C  -3.6012  3.2717  2.8309
C  -3.8406  5.2084  1.3084
H  -4.2631  7.6618  -1.0287
H  -3.2837  7.8174  0.4331
H  -5.0310  7.6695  0.5611
H  -4.3209  5.5047  -2.0129
H  -4.4204  3.4974  -3.0839
H  -5.0010  2.1356  -2.1427
H  -3.2826  2.2817  -2.5215
H  -3.9036  2.2325  2.8920
H  -4.2326  3.8609  3.4961
H  -2.5794  3.3284  3.2076
H  -3.8180  5.8113  2.2102
O  -3.7446  -5.7468  2.5621
N  -3.3050  -4.7190  3.0328
O  -3.0878  -4.5275  4.2108
C  -2.9285  -3.6593  2.1016
C  -2.4074  -2.4715  2.5995
C  -2.0291  -1.4929  1.7158
C  -2.1525  -1.6538  0.3141
O  -1.7316  -0.7311  -0.4927
C  -2.8009  -2.8334  -0.1171
C  -3.1411  -3.8497  0.7519
N  -3.1536  -3.0033  -1.5275
O  -3.4541  -2.0066  -2.1565
O  -3.1518  -4.1320  -1.9762
N  -1.5016  -0.2700  2.2761
O  -0.2706  0.0166  1.9468
O  -2.3977  0.8944  1.7546
H  -2.2897  -2.3199  3.6630
H  -3.5849  -4.7626  0.3824

---

No. 3
Below is C24H52MgO16S5 as an isolated structure, with properties calculated with ωB97M-V/def2-TZVPD.

Properties
* E_tot: -4340.4104 hartree
* relative energy (zero: lowest compared OMol25 entry of this formula, charge and spin): 55.1 kcal/mol
* frontier orbital gap: 6.68 eV
* lowest unoccupied orbital energy: -0.03 eV

Element x y z (Å)
Mg  -0.9561  -0.3379  0.3370
O  -1.6546  -2.0974  -0.2636
C  -0.7145  -2.4893  -1.2662
C  0.6113  -1.6412  -1.4945
O  0.7634  -0.4812  -0.7361
H  -1.0919  -2.6616  -2.2741
H  -0.2247  -3.3802  -0.8732
H  0.8222  -1.3029  -2.5089
H  1.4856  -2.2780  -1.3589
C  4.1876  0.6600  -4.1907
C  2.7580  1.1644  -3.9965
C  2.5420  2.0281  -2.7672
O  2.0257  3.2812  -3.3197
C  1.9578  3.1596  -4.6354
O  1.2439  3.8362  -5.4012
O  2.4555  1.9988  -5.0419
H  4.3203  0.2045  -5.1720
H  4.3807  -0.1054  -3.4391
H  4.8238  1.5361  -4.0649
H  2.0486  0.3538  -4.1630
H  3.4601  2.1577  -2.1942
H  1.7360  1.5127  -2.2448
C  4.8765  -0.5237  1.7845
C  3.8338  -1.1399  0.7654
C  4.3676  -1.3063  -0.6718
O  4.4995  -2.6764  -0.8751
C  3.9542  -3.3598  0.1929
O  3.8501  -4.5748  0.2124
O  3.6101  -2.4504  1.1725
H  4.6646  -0.7982  2.8179
H  4.9740  0.5576  1.6879
H  5.8032  -1.0532  1.5633
H  2.9270  -0.5448  0.8737
H  5.3544  -0.8501  -0.7515
H  3.6543  -0.8906  -1.3835
C  3.4833  1.7837  3.9648
C  2.3984  0.7138  4.1902
C  2.8284  -0.3958  5.1191
O  1.7825  -0.5512  5.9907
C  1.1118  0.5753  6.0545
O  0.1497  0.7905  6.7901
O  1.5022  1.3797  5.0044
H  3.1635  2.4252  3.1436
H  4.4826  1.3919  3.7754
H  3.6610  2.3857  4.8559
H  2.0789  0.2423  3.2609
H  3.7259  -0.1235  5.6745
H  2.9886  -1.2888  4.5149
C  -1.4638  3.1581  -1.9336
S  -2.3344  1.5356  -2.1510
O  -2.0348  0.8283  -0.8622
C  -1.2778  0.7599  -3.4896
H  -0.5101  3.0531  -1.4164
H  -2.1104  3.6995  -1.2430
H  -1.2747  3.7537  -2.8266
H  -1.5000  -0.3071  -3.4735
H  -0.2280  0.7629  -3.1961
H  -1.3950  1.1136  -4.5139
C  -1.0765  2.1203  3.6704
S  -0.0536  2.4498  2.1860
O  -0.5665  1.4366  1.1298
C  -0.8023  4.0420  1.7499
H  -0.8376  1.1272  4.0508
H  -2.1241  2.2202  3.3861
H  -0.7447  2.8436  4.4153
H  -0.2546  4.5759  0.9733
H  -0.9571  4.6466  2.6436
H  -1.7822  4.0363  1.2726
C  -1.9373  -2.4783  3.3068
S  -0.1857  -2.0006  2.9969
O  -0.2395  -0.8335  1.9976
C  0.3393  -3.5556  2.1688
H  -2.3088  -1.7769  4.0539
H  -2.1514  -3.4501  3.7516
H  -2.4498  -2.3701  2.3509
H  1.2369  -3.3862  1.5740
H  -0.5685  -3.8290  1.6309
H  0.5530  -4.2273  3.0002
C  -4.9473  -1.0845  0.5748
S  -4.0619  0.0559  1.7144
O  -2.5627  -0.1033  1.4742
C  -4.6911  1.6113  0.9866
H  -6.0286  -1.1185  0.4421
H  -4.6216  -2.0914  0.8361
H  -4.5310  -0.8322  -0.4005
H  -4.3600  2.4166  1.6424
H  -5.7733  1.7351  0.9458
H  -4.4410  1.8178  -0.0541
C  -4.1946  -1.8233  -3.1586
S  -5.3770  -2.5789  -4.3505
O  -6.7014  -2.7125  -3.6420
C  -5.3711  -1.4277  -5.7606
H  -3.2055  -2.0402  -3.5621
H  -4.3331  -2.3213  -2.1990
H  -4.3260  -0.7423  -3.1102
H  -4.4835  -1.4388  -6.3931
H  -5.4832  -0.4044  -5.4022
H  -6.1733  -1.7027  -6.4454